Entry 1:
{"formula": "C52H36Cl4N11OTi", "method": "ωB97M-V/def2-TZVPD", "e_homo_ev": -10.248, "charge": 1, "total_energy_ha": -5370.719468, "de_lowest_ev": 5.418, "species": ["N", "C", "H", "H", "C", "H", "H", "C", "C", "H", "H", "H", "C", "N", "C", "H", "C", "C", "H", "N", "H", "C", "C", "C", "H", "C", "C", "Cl", "C", "O", "Cl", "C", "N", "H", "C", "C", "H", "H", "C", "H", "H", "H", "C", "H", "Cl", "C", "C", "H", "C", "N", "C", "C", "H", "H", "H", "C", "H", "C", "C", "Cl", "C", "C", "H", "C", "C", "N", "H", "C", "C", "H", "C", "C", "C", "C", "H", "C", "C", "N", "C", "C", "H", "N", "C", "C", "C", "H", "H", "H", "H", "C", "C", "H", "C", "Ti", "H", "N", "C", "N", "H", "H", "C", "C", "C", "N", "C"], "xyz": [[0.9056, -0.6637, 1.9946], [-0.1013, 6.8967, -1.0090], [-0.4526, 7.7714, -0.4848], [0.2438, 2.9305, 3.7860], [6.4026, -1.5004, -0.0841], [-2.1999, 0.1018, 4.2091], [-0.3872, 2.7132, 1.6866], [-2.3229, -1.2006, -3.3554], [0.8210, 4.6703, -2.3705], [4.8301, -3.3388, -2.4543], [-1.8138, 2.0510, 2.1814], [1.1754, 3.7972, -2.8966], [5.2995, -0.8686, 0.4592], [-2.5095, 1.0450, 4.0014], [1.9062, -1.3652, 1.3571], [4.4997, 1.8234, 0.1910], [-0.8139, -1.7526, -1.4599], [4.0184, -1.1538, -0.0051], [2.8713, -2.2094, -1.4717], [-5.4106, 3.4820, 2.1417], [5.4248, -0.1865, 1.2875], [0.9111, 5.9152, -2.9597], [3.8622, -2.0200, -1.0837], [-3.5844, -1.7694, -3.4835], [0.3044, 1.1593, 3.8509], [-4.0762, 3.6465, 2.2305], [0.1574, 3.1477, -0.5542], [0.5956, 8.5937, -2.9924], [0.4569, 7.0324, -2.2726], [-2.2113, -0.3710, 1.1117], [-4.0268, -2.0047, -7.4464], [-4.3874, 1.8579, 1.1197], [-0.7725, 1.9227, 2.2030], [-6.6035, 1.9602, 1.2259], [2.5256, -5.0932, 0.5368], [-0.2032, 5.6422, -0.4300], [-1.5622, -0.8899, -6.6497], [-2.2429, 3.7160, -2.1693], [2.5385, 0.8008, 0.5027], [7.3887, -1.3116, 0.3105], [-5.1033, -2.4437, -4.8275], [-0.6075, -2.9362, 3.8934], [-4.1178, -2.0191, -4.7379], [0.5993, -4.4318, 2.3272], [6.2275, -6.5615, 0.6136], [2.6563, 2.9591, -0.1115], [2.6900, -3.8071, 1.0387], [3.4675, -6.9360, 0.0002], [-0.0728, -1.1487, 2.7017], [-4.2005, -4.4914, 1.9120], [-0.9847, 2.3758, -0.9043], [1.2885, 2.5185, -0.0397], [-0.6493, 5.5439, 0.5503], [-6.1197, 4.0872, 2.5225], [1.1492, -4.3926, -1.4100], [-0.3713, -2.9759, -2.0603], [-1.2590, 1.8200, 5.5675], [-2.1225, -1.1424, -5.7619], [6.2242, -2.4121, -1.1162], [7.5782, -3.2659, -1.7514], [3.6051, -5.9490, 0.4117], [-1.6023, -0.8864, -4.5084], [-4.1534, -2.0162, -2.6001], [-0.0133, -2.5445, 3.0809], [-3.5823, -2.0047, 1.8773], [-2.5660, -1.6310, 1.1648], [-3.4406, 1.1648, 4.3813], [0.5768, -3.5062, -1.2349], [-1.5691, 2.0127, 4.5296], [-0.6984, -3.3664, -3.0040], [-5.6248, 2.3371, 1.4327], [-1.8399, 0.4934, -1.6344], [0.2609, 4.5186, -1.1034], [2.8247, -0.6028, 0.6772], [-3.6199, 4.4812, 2.7251], [-3.3850, -1.7088, -5.8746], [3.9217, -3.4728, 1.5882], [-0.9843, 1.0319, -0.7283], [-1.9917, 2.7221, -1.8599], [-0.3363, 2.0168, 3.6102], [4.0330, -2.5453, 2.1250], [-5.0754, -0.5092, 3.3372], [-3.9164, -3.3825, 1.8797], [1.5365, -2.8240, 1.1399], [5.0096, -4.3141, 1.4629], [1.5449, -5.4523, 0.2665], [5.9731, -4.0261, 1.8497], [-4.1215, 0.9828, 0.5625], [-3.2807, 1.4103, -3.0656], [4.8624, -5.5366, 0.8262], [0.6623, -3.3547, 2.2553], [1.3306, 6.0268, -3.9467], [-2.5191, 1.5482, -2.3228], [-0.4933, 0.1849, 1.0245], [2.9762, 3.9417, -0.3958], [-3.4284, 2.6830, 1.6254], [0.6654, -2.6428, -0.1085], [-0.1387, -1.5793, -0.2618], [-0.6270, -0.4292, -4.4250], [-2.0435, 2.9956, 4.4970], [-4.4134, -1.1780, 2.6817], [-1.7038, -0.8521, -2.0479], [3.4302, 1.8778, 0.1838], [1.2667, 1.2155, 0.4025], [4.9595, -2.6484, -1.6374]], "atomic_forces_ev_per_a": [[-0.567, -0.866, 0.534], [0.052, 0.132, -0.119], [-0.030, 0.080, 0.045], [-0.020, -0.200, -0.140], [0.018, -0.090, -0.081], [-0.109, 0.000, -0.016], [-0.115, -0.153, 0.131], [0.014, -0.031, -0.284], [-0.121, 0.009, 0.152], [0.061, -0.106, -0.122], [0.248, 0.057, -0.165], [0.047, -0.099, -0.103], [-0.230, -0.016, -0.081], [-0.138, -0.243, 0.385], [1.934, 0.259, -0.635], [0.227, -0.010, -0.072], [-0.496, 0.135, -0.501], [-0.008, 0.041, -0.317], [0.000, -0.058, -0.074], [-0.115, 0.133, 0.118], [0.059, 0.047, 0.120], [0.033, 0.202, -0.032], [0.132, 0.308, 0.082], [0.243, 0.085, 0.140], [-0.086, 0.233, -0.024], [0.251, 0.240, 0.074], [0.783, -0.373, 0.085], [-0.025, 0.065, -0.020], [-0.045, -0.257, 0.176], [-2.956, -0.964, -0.005], [-0.133, -0.064, -0.071], [-0.428, 0.017, -0.161], [-0.189, 0.594, 0.036], [-0.228, -0.055, -0.031], [-0.003, 0.193, 0.043], [0.001, -0.168, -0.023], [0.017, -0.022, -0.055], [0.012, 0.252, -0.117], [-0.621, 0.724, -0.103], [0.110, 0.007, -0.023], [-0.124, -0.098, -0.067], [-0.126, 0.000, -0.045], [0.026, 0.026, -0.158], [-0.078, -0.040, 0.062], [0.121, -0.117, -0.028], [0.012, -0.226, 0.095], [0.222, -0.039, 0.111], [0.024, -0.108, -0.045], [0.456, -0.260, -0.434], [-0.086, -0.335, 0.008], [-0.433, 0.038, -0.450], [-0.499, 0.662, -0.164], [-0.024, -0.014, 0.058], [0.097, -0.041, -0.016], [0.081, -0.125, -0.040], [0.061, 0.148, 0.217], [0.042, 0.157, -0.169], [-0.093, -0.013, -0.043], [-0.206, 0.138, 0.081], [0.132, -0.051, -0.061], [0.131, -0.100, -0.021], [-0.095, -0.035, 0.094], [-0.090, -0.035, 0.095], [0.213, -0.174, 0.333], [0.693, 0.921, -0.439], [-0.426, -1.012, 0.140], [0.035, -0.081, -0.032], [-0.213, 0.016, -0.139], [0.244, -0.042, -0.127], [-0.125, -0.064, -0.173], [0.060, -0.370, -0.303], [-0.313, 0.660, -0.185], [0.095, 0.252, -0.128], [-0.364, -0.988, 0.874], [0.025, 0.190, 0.157], [0.128, 0.083, 0.258], [-0.081, -0.240, 0.082], [-0.536, 0.213, -0.910], [0.320, -0.004, 0.448], [0.135, -0.139, 0.690], [0.052, 0.100, -0.003], [-0.128, -0.004, 0.112], [0.155, -0.536, -0.207], [-0.096, 0.210, 0.131], [0.045, -0.101, 0.008], [-0.068, -0.049, -0.121], [0.122, 0.031, 0.080], [-0.060, -0.164, -0.073], [-0.048, 0.018, -0.228], [-0.295, 0.157, 0.082], [-0.260, 0.411, 0.344], [0.068, 0.022, -0.086], [0.175, -0.562, 0.282], [2.156, 0.811, 1.012], [0.090, 0.208, -0.074], [0.025, 0.364, -0.018], [-0.261, -0.093, -0.345], [0.187, 0.166, 0.255], [0.099, 0.034, 0.048], [0.006, 0.024, 0.030], [-0.141, 0.712, 0.259], [0.521, -0.530, 0.354], [-0.139, 0.167, 0.038], [0.700, -0.129, -0.220], [0.078, -0.062, -0.036]], "mulliken_charge": [0.590, -0.968, 0.440, 0.460, -1.180, 0.117, 0.027, -0.878, 0.419, 0.502, -0.107, 0.512, -0.118, -0.387, -0.769, 0.671, -0.234, -0.429, 0.532, -0.062, 0.577, -1.074, 0.457, 0.119, 0.224, -0.707, 0.708, -0.193, 0.351, 1.295, -0.190, -0.578, 1.196, 0.429, -0.303, -0.131, 0.412, 0.681, -0.459, 0.448, 0.453, 0.515, -0.984, 0.543, -0.204, -1.542, -1.486, 0.493, 1.086, -0.477, 1.058, -0.408, 0.501, 0.192, 0.762, -2.271, 0.479, -1.069, 0.368, -0.198, -1.410, 0.411, 0.570, -2.035, 1.104, -0.736, 0.264, -1.271, -0.985, 0.649, -1.037, 0.354, -1.215, 1.373, 0.494, 0.374, -0.024, 0.693, -1.363, -0.432, 0.785, -0.561, -0.200, 3.650, -1.255, 0.749, 0.490, 0.689, 0.701, 0.330, -0.951, 0.420, -1.514, -1.396, 0.745, 0.070, 0.231, 1.672, 0.544, 0.285, -0.159, 1.086, -1.572, 1.430, -1.260]}

Entry 2:
{"formula": "C4H4O2S", "method": "ωB97M-V/def2-TZVPD", "e_homo_ev": -7.706, "total_energy_ha": -703.340466, "de_lowest_ev": 4.122, "species": ["H", "O", "H", "C", "C", "O", "H", "C", "S", "C", "H"], "xyz": [[2.0161, -1.9508, 0.5592], [-0.0619, -0.9284, -0.1319], [1.3735, 2.0774, -0.6011], [-0.5878, 1.1826, 0.0550], [1.1108, -0.2382, -0.1676], [2.3554, -0.9416, -0.1619], [-2.2549, -1.8717, 0.2605], [0.7806, 1.1805, -0.2429], [-2.5789, -0.4834, -0.2281], [-1.0000, -0.0380, 0.1224], [-1.1529, 2.0118, 0.5366]], "atomic_forces_ev_per_a": [[1.747, 4.588, -3.391], [2.973, -1.379, 0.559], [-0.425, -1.597, 1.100], [0.222, 4.735, 1.560], [1.518, 2.802, -1.395], [-4.579, -3.422, 3.227], [-1.265, 2.411, -0.845], [2.879, -2.259, -0.218], [-1.173, -3.857, 1.152], [-2.232, -1.562, -0.439], [0.335, -0.459, -1.309]], "nbo_charge": [0.485, -0.434, 0.247, -0.319, 0.547, -0.649, 0.139, -0.363, 0.064, 0.041, 0.240]}